The following is a quantum chemistry calculation of 2 unconnected molecules or ions with the total composition C4H10NS, from the Open Molecules 2025 dataset.

E_tot: -610.9534 Ha
Spin multiplicity: 1
Net charge: +1
Gap between HOMO and LUMO (alpha / beta): 6.89 / 3.63 eV
Energy relative to the best compared isomer or geometry (same formula, charge and spin): 4.078 eV

Positions of all 16 atoms, in Å:
C  -1.69  -0.47  -1.18
C  -1.89  0.25  -0.10
C  1.93  -0.58  1.55
C  -0.36  -0.55  -1.90
N  -0.93  1.04  0.47
S  3.57  -0.50  1.58
H  -2.59  -1.06  -1.57
H  -2.78  0.19  0.41
H  1.39  -0.66  2.49
H  0.01  0.50  -1.70
H  -0.44  -0.83  -2.93
H  0.20  -1.21  -1.31
H  1.54  -1.00  0.61
H  0.06  1.12  0.08
H  -1.03  1.52  1.24
H  3.70  -0.39  2.89